Record 1
12
Properties=species:S:1:pos:R:3:lowdin_charge:R:1 method="wB97M-V/def2-TZVPD" multiplicity=1 charge=0 e_homo_ha=-0.3128 orbital_gap_ev=8.50 total_energy_ev=-8695.9222 de_lowest_ev=3.890 max_force_ev_per_a=1.4
N 0.87815 1.43404 -1.25231 0.12
C 0.50131 0.64567 -0.23435 -0.20
C 0.29401 -0.71009 -0.40485 -0.20
N 0.52774 -1.54829 0.69442 0.08
C -0.32768 -1.30270 1.63078 -0.26
N -1.27692 -0.33715 1.44878 0.03
C -0.94248 0.32690 0.35800 -0.14
H 1.08535 1.07580 -2.18294 0.11
H 0.93026 2.43245 -1.16540 0.10
H 0.28879 -1.18002 -1.37955 0.13
H -0.30754 -1.87355 2.54894 0.10
H -1.65098 1.03694 -0.06151 0.12

***

Record 2
69
Properties=species:S:1:pos:R:3:lowdin_charge:R:1 method="wB97M-V/def2-TZVPD" multiplicity=1 charge=0 e_homo_ha=-0.2662 orbital_gap_ev=6.49 total_energy_ev=-46887.2150 max_force_ev_per_a=1.8
C 4.80090 -2.49745 -3.31552 -0.07
N 4.56333 -1.08086 -3.16365 -0.25
C 5.70049 -0.19274 -3.28830 -0.07
C 3.35881 -0.59394 -2.64575 -0.26
C 3.17610 -0.48954 -1.25126 0.02
C 2.02310 0.07949 -0.74822 -0.03
C 0.98230 0.45824 -1.61720 -0.22
C -0.24240 1.02448 -1.07853 0.04
C -0.23592 2.08226 -0.21305 -0.03
C -1.54344 2.73284 0.03347 -0.40
O -2.55709 2.44431 -0.57743 0.10
O -1.57061 3.75517 0.93809 0.08
C -0.46038 3.80088 1.87936 -0.50
C -0.55491 5.15669 2.59030 0.02
C -0.50354 2.60148 2.81890 0.03
O 0.78177 3.84720 1.12948 0.07
C 0.95756 2.92242 0.13034 -0.38
O 2.01964 2.89791 -0.45067 0.13
C 1.14919 0.31878 -3.01161 -0.02
C 2.33262 -0.17125 -3.52074 0.00
H 3.84668 -3.04126 -3.31578 0.06
H 5.32909 -2.69410 -4.25775 0.08
H 5.41976 -2.88906 -2.49344 0.08
H 5.34758 0.84185 -3.17545 0.09
H 6.45064 -0.40265 -2.51095 0.08
H 6.16525 -0.32003 -4.27549 0.08
H 3.96260 -0.83899 -0.57659 0.13
H 1.90587 0.24551 0.32454 0.13
H -1.17140 0.84834 -1.61269 0.12
H -0.49329 5.96242 1.85009 0.10
H -1.50318 5.23231 3.12884 0.09
H 0.27465 5.25611 3.29618 0.10
H -0.39144 1.65032 2.27261 0.09
H 0.31743 2.69623 3.54493 0.10
H -1.46360 2.60028 3.35847 0.10
H 0.35098 0.66822 -3.67351 0.12
H 2.51602 -0.24166 -4.59571 0.12
C 2.40999 -4.46004 -1.40455 -0.10
C 2.36807 -4.37742 -0.00545 -0.07
C 1.45105 -3.53301 0.61400 -0.02
C 0.53645 -2.79188 -0.14841 -0.15
C -0.31807 -1.78712 0.58210 -0.38
C -1.34854 -1.15059 -0.16033 -0.08
N -2.49202 -0.68330 0.47352 -0.01
C -2.63814 -0.69180 1.83466 0.06
C -3.78780 -0.20120 2.44693 -0.13
C -4.83265 0.34908 1.62931 -0.16
C -5.93865 0.95567 2.24668 -0.02
C -6.05072 0.97249 3.63146 -0.07
C -5.06518 0.36851 4.43948 -0.07
C -3.95148 -0.21583 3.85960 -0.02
C -4.66276 0.28112 0.23010 0.01
C -3.52175 -0.20538 -0.31720 -0.03
O -0.01328 -1.49124 1.76346 -0.02
C 0.52828 -2.94885 -1.54279 -0.04
C 1.49100 -3.73496 -2.17238 -0.09
H 3.14107 -5.10228 -1.89976 0.10
H 3.04196 -4.98220 0.60375 0.10
H 1.42804 -3.45466 1.70220 0.12
H -1.51659 -1.37428 -1.21001 0.11
H -1.83224 -1.12126 2.41557 0.12
H -6.68590 1.42874 1.60596 0.12
H -6.89962 1.46740 4.09656 0.10
H -5.17668 0.38568 5.52321 0.11
H -3.17310 -0.68844 4.46150 0.12
H -5.44832 0.63503 -0.43335 0.13
H -3.33574 -0.26499 -1.38558 0.14
H -0.23541 -2.45620 -2.14288 0.10
H 1.48763 -3.79703 -3.26371 0.11

***

Record 3
20
Properties=species:S:1:pos:R:3:lowdin_charge:R:1 method="wB97M-V/def2-TZVPD" smiles="C1=C[C@@]2(CC1)CNNN2" multiplicity=1 charge=0 e_homo_ha=-0.2900 orbital_gap_ev=8.92 total_energy_ev=-10866.4431 de_lowest_ev=4.376 max_force_ev_per_a=5.0
C -1.93948 -0.95124 0.28211 -0.10
C -0.67621 -1.16501 0.67968 -0.07
C 0.26862 -0.21942 0.17028 -0.46
C -0.64196 0.97934 -0.33130 -0.11
C -1.99111 0.21101 -0.60188 -0.20
C 1.39053 0.29329 1.18172 -0.12
N 2.54989 0.41072 0.27486 -0.07
N 2.37191 -0.82010 -0.42275 -0.13
N 1.10628 -0.61505 -1.03232 -0.03
H -2.73771 -1.48592 0.55978 0.06
H -0.57418 -2.13199 1.30015 0.14
H -0.33087 1.40983 -1.28981 0.10
H -0.83144 1.80491 0.38502 0.11
H -2.24515 0.06335 -1.67623 0.12
H -2.80658 0.87235 -0.10767 0.13
H 0.89765 1.24633 1.67088 0.14
H 1.72225 -0.47984 1.93132 0.12
H 2.61043 1.15202 -0.31390 0.05
H 3.22519 -0.94745 -1.08787 0.15
H 0.69264 -1.53084 -1.48682 0.16

***

Record 4
49
Properties=species:S:1:pos:R:3:lowdin_charge:R:1 method="wB97M-V/def2-TZVPD" multiplicity=1 charge=0 e_homo_ha=-0.3072 orbital_gap_ev=7.65 total_energy_ev=-60922.7068 max_force_ev_per_a=5.6
O 5.66744 -1.51210 -3.14453 0.03
C 5.09477 -2.34391 -2.34228 -0.37
O 5.81474 -3.27864 -1.67510 0.09
C 3.66159 -2.14345 -1.95193 -0.06
C 3.05874 -0.93335 -2.30973 -0.01
C 1.70131 -0.69199 -2.27480 0.03
C 0.88860 -1.48921 -1.39447 -0.24
N -0.31222 -1.02390 -1.14356 0.05
C -0.54690 0.08915 -0.34549 -0.29
O 0.41214 0.66484 0.20731 0.11
C -1.92656 0.11981 0.04279 -0.06
C -2.66122 1.19108 0.60309 0.05
C -2.02350 2.56938 0.82000 -0.13
C -2.39167 3.58206 -0.15916 -0.73
Cl -3.33217 3.25041 -1.44794 0.82
C -1.87507 4.82318 -0.02956 -0.11
C -0.91620 5.15092 1.01992 -0.02
C -0.66330 4.18867 2.01184 -0.06
C -1.07123 2.88743 1.83051 -0.13
C -0.51728 1.89090 2.85622 -0.22
C 0.07922 2.18195 4.21705 -0.14
C 1.00685 2.01731 3.04616 -0.11
C -2.45512 -1.15658 -0.38509 -0.14
C -3.63364 -1.83044 -0.15947 -0.64
Cl -4.75969 -1.17824 0.89767 0.80
C -3.75459 -3.07612 -0.68094 -0.15
C -2.82898 -3.75126 -1.41800 -0.08
C -1.69479 -3.00138 -1.75878 0.00
C -1.45307 -1.77325 -1.12481 -0.15
C 1.41007 -2.66322 -0.87490 0.09
C 2.79496 -2.91921 -1.11711 -0.25
O 3.29876 -3.95878 -0.46885 0.08
H 6.76825 -3.22588 -1.84540 0.14
H 3.55816 -0.21922 -2.91599 0.11
H 1.37741 0.25201 -2.55342 0.10
H -3.75321 1.12790 0.59824 0.07
H -2.07073 5.56691 -0.76476 0.09
H -0.58823 6.15074 1.16467 0.09
H -0.03028 4.58759 2.77523 0.11
H -0.88898 0.87071 2.84442 0.13
H 0.12121 1.30314 4.87793 0.10
H -0.10715 3.11129 4.74947 0.10
H 1.47197 1.03624 3.15145 0.10
H 1.50106 2.92178 2.58163 0.13
H -4.68040 -3.76086 -0.63812 0.14
H -2.86938 -4.80877 -1.78705 0.13
H -0.93330 -3.43360 -2.46071 0.13
H 0.85446 -3.34321 -0.19795 0.15
H 4.19712 -4.01885 -0.92568 0.12

***

Record 5
15
Properties=species:S:1:pos:R:3:lowdin_charge:R:1 method="wB97M-V/def2-TZVPD" multiplicity=1 charge=0 e_homo_ha=-0.4104 orbital_gap_ev=8.07 total_energy_ev=-6351.0577 de_lowest_ev=6.745 max_force_ev_per_a=2.4
C 0.10280 0.72183 1.41038 -0.11
C -0.57354 -0.49521 0.76428 -0.19
C -0.72669 -0.46782 -0.77962 -0.25
C 0.32394 0.40752 -1.49726 -0.11
O 1.88250 -1.35120 0.54392 -0.12
H -0.14645 0.78692 2.46723 0.07
H 1.15984 0.68092 1.21733 0.05
H -0.33112 1.62657 0.98231 0.08
H -1.49583 -0.84293 1.21708 0.12
H 0.26106 -1.29849 0.81386 0.08
H -1.72140 -0.15101 -1.07201 0.10
H 0.51477 0.03978 -2.50192 0.07
H 1.23831 0.37427 -0.91007 0.04
H -0.02063 1.44026 -1.55448 0.07
H -0.46753 -1.47141 -1.10105 0.10

***

Record 6
25
Properties=species:S:1:pos:R:3:lowdin_charge:R:1 method="wB97M-V/def2-TZVPD" multiplicity=1 charge=0 e_homo_ha="-0.2962 / -0.2844" orbital_gap_ev="8.61 / 8.23" total_energy_ev=-24136.0161 de_lowest_ev=3.175 max_force_ev_per_a=4.4
C 2.59029 1.20188 -1.33902 -0.07
C 2.30729 1.61663 -0.05288 -0.08
C 1.75169 0.27049 -1.97634 -0.04
C 1.21633 1.05689 0.59365 -0.03
C 0.64561 -0.24273 -1.35187 -0.28
C 0.46179 0.05092 -0.01335 -0.11
C -0.37457 -0.95343 -2.07960 0.07
C -1.50335 -1.55365 0.06127 -0.52
C -0.82819 -0.38817 0.78215 -0.52
C -1.80912 0.78610 0.96050 -0.04
C -0.43132 -0.94729 2.09903 -0.06
Cl -3.12733 -1.53099 -0.28734 0.71
H 3.42603 1.59434 -1.93232 0.11
H 2.83230 2.34571 0.50462 0.09
H 2.04162 0.17161 -2.94618 0.08
H 1.03211 1.52991 1.50135 0.10
H -1.13991 -0.22808 -2.36699 0.08
H -0.53495 -1.97300 -2.48763 0.08
H -1.23745 -2.53313 0.06896 0.03
H -1.53207 1.48382 1.66699 0.06
H -2.81647 0.35319 1.09663 0.05
H -1.72447 1.18176 0.01408 0.06
H 0.10862 -1.81234 2.13791 0.07
H -1.30916 -1.23321 2.57157 0.07
H -0.04534 -0.24722 2.77481 0.08

***

Record 7
11
Properties=species:S:1:pos:R:3:lowdin_charge:R:1 method="wB97M-V/def2-TZVPD" multiplicity=1 charge=0 e_homo_ha=-0.4047 orbital_gap_ev=11.14 total_energy_ev=-35140.4828 de_lowest_ev=0.432 max_force_ev_per_a=5.5
C -0.57888 0.24830 -0.64735 -0.58
C -1.69410 -0.11746 0.69148 -0.15
N -1.22106 -0.89594 -0.49765 0.17
O 0.57651 0.66398 -1.32530 -0.16
O 1.49561 0.24727 1.07343 -0.28
O 3.04614 0.73369 -0.75214 -0.28
O -1.04951 1.08322 0.25766 0.08
S 1.74759 0.20163 -0.36764 0.37
Cl 1.56153 -1.67745 -0.97334 0.54
H -2.73243 -0.08082 0.84850 0.11
H -1.15141 -0.40642 1.69235 0.18

***

Record 8
21
Properties=species:S:1:pos:R:3:lowdin_charge:R:1 method="wB97M-V/def2-TZVPD" multiplicity=1 charge=0 e_homo_ha="-0.2543 / -0.2628" orbital_gap_ev="7.14 / 7.37" total_energy_ev=-9965.5070 de_lowest_ev=5.667 max_force_ev_per_a=0.5
C 0.52220 -0.27604 0.60486 -0.28
C 0.94402 -0.16374 -0.71828 -0.24
C -0.33707 1.11998 -1.28739 -0.18
C -0.75911 -0.91134 1.02857 -0.04
C 1.44864 0.13120 1.70259 -0.03
C -1.75873 1.45345 -0.97618 -0.08
N 0.05075 -0.14329 -1.82826 0.03
O 1.78157 -1.96811 -0.30122 -0.28
H 1.20454 -2.66674 -0.63916 -0.03
H -0.67710 -0.84760 -1.77097 0.11
H 1.91854 0.25682 -0.91577 0.14
H 0.28449 1.94076 -1.62854 0.11
H 1.78424 -0.75750 2.24014 0.10
H -0.52558 -1.74560 1.69222 0.10
H -1.34660 -1.30279 0.20112 0.08
H -1.37299 -0.20579 1.59764 0.09
H 0.92862 0.78134 2.41327 0.09
H 2.32776 0.64823 1.32151 0.09
H -2.26564 0.69035 -0.38590 0.06
H -2.32796 1.56538 -1.91079 0.09
H -1.82457 2.40103 -0.43946 0.08

***

Record 9
75
Properties=species:S:1:pos:R:3:lowdin_charge:R:1 method="wB97M-V/def2-TZVPD" smiles=CC(C)O.CC(C)O.CC(C)O.CC(C)O.CC(C)O.O.O.O.O.O multiplicity=1 charge=0 e_homo_ha=-0.3725 orbital_gap_ev=10.30 total_energy_ev=-36840.0578 de_lowest_ev=1.958 max_force_ev_per_a=2.9
C 0.70839 -3.81011 1.78926 -0.05
C 0.32656 -2.72668 0.84724 -0.48
C 1.23128 -2.66153 -0.45294 -0.01
O -0.96358 -3.06932 0.38476 -0.07
H 1.61290 -3.61833 2.36139 0.08
H 0.93179 -4.62395 1.14597 0.07
H -0.08426 -4.17275 2.40015 0.08
H 0.30866 -1.79779 1.34335 0.10
H 2.26762 -2.74320 -0.17812 0.05
H 0.96214 -1.78026 -1.00100 0.06
H 0.99413 -3.60337 -0.91688 0.07
H -1.71823 -2.57406 0.78386 0.08
C -1.57813 0.54121 -6.22933 -0.06
C -2.25022 1.10024 -4.93965 -0.50
C -3.50942 0.29838 -4.62206 -0.07
O -1.38034 1.00318 -3.83684 -0.08
H -2.06167 0.93991 -7.11155 0.07
H -1.69366 -0.62267 -6.24379 0.12
H -0.55254 0.83494 -6.34564 0.06
H -2.53153 2.13416 -5.11210 0.13
H -4.09694 0.40783 -5.53054 0.08
H -3.98905 0.70240 -3.71219 0.08
H -3.21311 -0.73891 -4.41766 0.08
H -0.73578 0.26849 -3.86894 0.10
C -1.32935 2.45450 -0.46228 -0.04
C -0.32995 1.47302 -0.00231 -0.44
C 0.90557 1.57184 -0.90400 -0.02
O 0.11065 1.68076 1.38583 -0.11
H -1.44250 2.49551 -1.50716 0.07
H -0.86956 3.34181 -0.06548 0.09
H -2.29228 2.40678 0.04112 0.08
H -0.70545 0.46352 -0.02373 0.11
H 0.61489 1.27048 -1.91590 0.08
H 1.62777 0.91805 -0.54800 0.04
H 1.33993 2.59886 -0.84755 0.10
H 0.50466 0.87181 1.79515 0.10
C -5.31772 -1.35380 -1.52070 -0.05
C -4.56995 -1.55796 -0.21271 -0.51
C -3.40272 -0.61549 -0.00903 -0.07
O -5.48874 -1.46071 0.86059 -0.05
H -4.61804 -1.47702 -2.35227 0.07
H -5.78658 -0.40359 -1.65495 0.07
H -6.06439 -2.16237 -1.62862 0.09
H -4.21483 -2.61067 -0.16377 0.14
H -3.79010 0.38271 -0.03243 0.07
H -2.69671 -0.81884 -0.83762 0.09
H -2.82960 -0.77200 0.94129 0.09
H -5.01514 -1.39203 1.70138 0.09
C 4.36357 -0.56259 1.04701 -0.05
C 5.32488 -1.48745 1.85318 -0.48
C 6.20573 -2.41590 1.00888 -0.05
O 6.17743 -0.74008 2.71088 -0.03
H 4.92638 0.17474 0.41686 0.10
H 3.81610 0.05617 1.71721 0.05
H 3.64616 -1.09040 0.39908 0.05
H 4.69599 -2.19668 2.42107 0.13
H 6.58319 -3.19766 1.67363 0.08
H 7.02148 -1.91559 0.54878 0.07
H 5.51328 -2.86289 0.27350 0.08
H 5.65360 -0.12609 3.18164 0.06
O -0.63844 1.35856 5.46880 -0.08
H -0.54870 2.13989 4.84490 0.01
H -1.49822 1.41373 5.87840 0.05
O 2.25947 3.61873 2.06554 -0.04
H 1.70916 2.88933 1.73693 0.01
H 1.59335 3.93151 2.65806 0.01
O 3.34986 4.99043 -0.75049 -0.11
H 4.05647 5.65889 -0.52019 0.06
H 3.16237 4.57775 0.12941 0.01
O 0.61433 -0.35623 3.84347 -0.10
H 0.09582 0.29661 4.36305 -0.02
H 1.06341 -0.85652 4.57798 0.07
O -0.59797 3.16594 3.62065 -0.05
H -0.53166 2.75584 2.72535 0.04
H -1.34192 3.78696 3.53280 0.09

***

Record 10
9
Properties=species:S:1:pos:R:3:lowdin_charge:R:1 method="wB97M-V/def2-TZVPD" multiplicity=1 charge=0 e_homo_ha="-0.3600 / -0.3575" orbital_gap_ev="9.05 / 8.54" total_energy_ev=-7054.6798 de_lowest_ev=8.305 max_force_ev_per_a=4.0
C -0.38146 0.37759 -0.31924 -0.21
N -1.34190 1.24591 -0.15457 0.01
N -1.05911 -0.73194 -0.04055 -0.03
N -2.23661 0.12168 -0.06858 -0.03
N 2.04286 0.09286 -0.23864 0.07
H -0.99751 -1.74380 -0.39420 0.16
H -2.64688 -0.01437 0.78307 0.06
H 1.95875 1.11930 -0.25477 -0.03
H 1.97937 -0.31712 0.71900 -0.01

***

Record 11
33
Properties=species:S:1:pos:R:3:lowdin_charge:R:1 method="wB97M-V/def2-TZVPD" smiles="O=C(O)OP(O)Cl.NC(N)=O.NC(N)=O.NC(N)=O" multiplicity=1 charge=0 e_homo_ha=-0.3556 orbital_gap_ev=9.86 total_energy_ev=-49464.7349 max_force_ev_per_a=0.7
O -1.56222 -1.64052 -1.27294 0.15
C -1.79397 -0.48586 -1.10872 -0.70
O -2.75863 0.19767 -1.76479 0.11
O -1.15448 0.27772 -0.19248 -0.28
P -0.38420 1.75357 -0.51661 0.56
O -1.49827 2.66020 -1.23525 -0.33
Cl 0.75442 1.20418 -2.11693 0.36
H -2.87538 -0.26509 -2.60559 0.14
H -1.73541 2.35432 -2.12187 0.04
N -2.47900 0.95421 3.09728 0.16
C -2.64297 0.07303 4.13384 -0.70
N -2.46951 -1.24542 3.79136 0.14
O -2.89681 0.42827 5.26671 0.04
H -2.25590 0.66947 2.16006 0.07
H -2.58656 1.93070 3.29899 0.11
H -2.55862 -1.92861 4.52017 0.11
H -2.26883 -1.55095 2.85704 0.09
N 0.93397 -0.95948 3.14127 0.16
C 1.88203 -0.05994 3.55060 -0.69
N 1.37948 1.09453 4.08872 0.15
O 3.07551 -0.27105 3.44531 0.02
H -0.05149 -0.79880 3.23417 0.05
H 1.25694 -1.82154 2.74503 0.10
H 2.04094 1.77810 4.40382 0.10
H 0.39789 1.27532 4.18923 0.08
N 2.87092 0.31731 -6.20255 0.15
C 2.67958 -0.53104 -5.14590 -0.68
N 2.76981 -1.86364 -5.43715 0.15
O 2.44568 -0.12766 -4.02056 -0.05
H 3.06736 0.00638 -7.13428 0.09
H 2.81739 1.30051 -6.01544 0.10
H 2.63621 -2.50651 -4.67940 0.10
H 2.96413 -2.21938 -6.35313 0.09

***

Record 12
12
Properties=species:S:1:pos:R:3:lowdin_charge:R:1 method="wB97M-V/def2-TZVPD" multiplicity=1 charge=0 e_homo_ha=-0.4119 orbital_gap_ev=12.03 total_energy_ev=-11041.0575 de_lowest_ev=0.428 max_force_ev_per_a=2.5
C 2.13663 -1.87510 0.10289 0.02
C 0.62457 1.02698 0.02045 -0.54
C -1.73105 0.24514 -0.32809 -0.07
C -0.32646 -0.15608 0.12220 -0.20
O 3.11967 -1.66715 0.56415 0.10
O 0.84732 1.70546 -0.89486 0.18
F 1.35199 1.22160 1.12796 0.09
H -1.74395 0.17169 -1.43957 0.09
H -1.85358 1.27969 -0.09754 0.07
H -2.41217 -0.48319 0.14343 0.08
H 0.19340 -1.00176 -0.46720 0.08
H -0.20637 -0.46728 1.14616 0.10